# 1
C5H9N | ωB97M-V with the def2-TZVPD basis set

Structure (XYZ):
```
15
Properties=species:S:1:pos:R:3:forces:R:3:mulliken_charge:R:1
C -1.6482 0.1719 -0.2694 0.1 -0.1 0.2 -1.505
C -0.1398 0.1304 -0.0942 0.5 -0.6 1.1 0.862
C 0.7941 -0.4788 1.2065 -1.8 0.3 0.7 -0.540
N 1.7664 -0.6503 0.2433 0.4 -1.3 -0.8 -0.455
C 0.6918 -0.9529 -0.7629 0.5 0.1 -0.6 -0.328
C 0.5834 1.3812 -0.1629 -0.4 1.8 -0.7 -1.013
H -1.8918 0.2713 -1.3351 0.1 0.0 0.1 0.348
H -2.1000 1.0121 0.2673 0.1 -0.1 -0.1 0.367
H -2.1133 -0.7534 0.0854 0.1 0.1 0.0 0.345
H 1.0373 0.1223 2.0925 -0.1 -0.1 -0.2 0.331
H 0.1668 -1.3475 1.4641 0.4 -0.1 0.1 0.336
H 0.3132 -1.9876 -0.6668 0.1 0.3 0.1 0.311
H 0.9591 -0.7586 -1.8038 0.1 -0.1 0.1 0.311
H 0.1641 2.2138 -0.7380 0.1 -0.2 0.1 0.313
H 1.4170 1.6260 0.4738 -0.1 0.0 -0.1 0.317
```
Positions in Å, forces in eV/Å.

- HOMO-LUMO gap (alpha / beta): 0.33243 / 0.29615 hartree
- Max |F|: 2.0 eV Å⁻¹
- HOMO (alpha / beta): -8.750 / -8.006 eV
- LUMO level (alpha / beta): 0.011 / 0.002 Ha
- M: 83.134 g mol⁻¹
- ΔE to the lowest compared entry with this formula, charge and spin: 496.4 kJ/mol

***

# 2
C5H5NO | ωB97M-V with the def2-TZVPD basis set

Structure (XYZ):
```
12
Properties=species:S:1:pos:R:3:forces:R:3:mulliken_charge:R:1
O -1.2605 -0.5697 -2.2986 0.0 -3.1 0.5 -0.454
C -0.2660 -0.8414 -1.3489 1.2 1.2 -0.9 -0.348
C 0.0345 -0.0565 -0.1811 -2.7 -0.7 -6.0 0.913
C 1.1517 -0.4673 0.4907 1.3 -4.1 3.1 -0.326
C 0.9471 0.0860 1.7763 4.1 -1.2 -1.5 -0.287
N 0.1247 1.2706 1.7036 0.8 -2.9 0.7 -0.490
C -0.4848 1.0932 0.5824 -1.9 1.4 0.1 -0.388
H -1.5514 -1.4678 -2.7738 1.1 2.9 1.6 0.374
H 0.5508 -1.6679 -1.8086 -2.3 2.2 1.9 0.148
H 1.6086 -1.5556 0.0323 -0.7 3.4 2.2 0.170
H 1.6186 -0.3543 2.5761 -1.3 1.6 -0.3 0.302
H -1.3109 1.8247 0.5209 0.4 -0.8 -1.4 0.386
```
Positions in Å, forces in eV/Å.

- HOMO-LUMO gap: 0.28445 hartree
- Max |F|: 6.6 eV Å⁻¹
- HOMO: -8.226 eV
- LUMO level: -0.018 Ha
- M: 95.101 g mol⁻¹
- ΔE to the lowest compared entry with this formula, charge and spin: 423.5 kJ/mol
- Structure (SMILES): O/C=C1/C=CN=C1

***

# 3
C4H18N2O6 | ωB97M-V with the def2-TZVPD basis set

Structure (XYZ):
```
30
Properties=species:S:1:pos:R:3:forces:R:3:mulliken_charge:R:1
C -1.7996 0.4169 0.2006 0.5 0.4 -0.9 -0.561
C -2.0793 -1.1019 0.2083 -0.4 1.7 0.3 -0.514
C -2.7524 -1.5603 1.5053 -0.7 -0.9 -0.9 -0.550
O -3.8675 -0.7606 1.8570 -0.1 0.4 0.1 -0.508
N -0.7236 0.7863 1.1241 -1.3 -1.1 -0.3 -0.021
C 0.4141 1.4751 0.9922 0.2 1.2 0.3 0.475
N 0.7379 2.1287 -0.2297 0.3 -0.6 -0.6 -0.484
O 1.1719 1.6429 1.9422 -0.1 -0.5 0.3 -0.718
H -1.5782 0.7028 -0.8280 0.5 0.0 0.1 0.263
H -2.6777 1.0165 0.4536 -0.2 -0.4 0.2 0.376
H -1.1819 -1.6504 -0.0665 0.1 -0.1 0.2 0.189
H -2.7943 -1.2102 -0.6103 -0.1 -0.4 0.0 0.318
H -2.1352 -1.5846 2.4008 0.3 0.0 -0.1 0.363
H -3.1264 -2.5764 1.2863 0.4 0.0 0.5 0.318
H -4.4845 -0.6953 1.1167 0.2 -0.1 0.1 0.315
H -0.9455 0.3448 2.0044 0.9 0.5 0.4 0.152
H 0.1613 2.9157 -0.4667 -0.3 0.2 0.2 0.230
H 0.7907 1.4891 -1.0275 -0.7 -0.2 0.1 0.316
H 1.6888 -2.3823 -1.3281 0.0 0.7 -0.6 0.334
H 2.3973 -1.1853 -2.0675 0.8 -0.3 0.2 0.325
O 1.5705 -1.6836 -2.0118 6.4 -9.3 1.6 -0.558
H 1.0493 -0.7817 -2.1006 -2.7 2.4 0.5 0.573
H 0.8357 0.4907 -2.9384 -0.6 -0.1 0.3 0.187
O 0.4064 -0.0881 -2.2838 -4.2 6.9 -1.9 -0.855
H 2.5971 1.6431 -1.0570 0.0 0.2 0.3 0.349
H 3.5916 0.5094 -0.9054 0.1 0.2 0.4 0.341
O 3.0650 0.9729 -1.5644 0.4 -0.5 -0.7 -0.686
H 2.5806 0.7568 1.4350 0.0 0.1 0.6 0.424
H 3.7002 -0.3287 1.8086 -0.4 0.3 0.2 0.260
O 3.3879 0.2975 1.1506 0.7 -0.4 -0.7 -0.653
```
Positions in Å, forces in eV/Å.

- HOMO-LUMO gap: 0.36336 hartree
- Max |F|: 11.4 eV Å⁻¹
- HOMO: -9.668 eV
- LUMO level: 0.008 Ha
- M: 190.196 g mol⁻¹
- ΔE to the lowest compared entry with this formula, charge and spin: 299.3 kJ/mol

***

# 4
C32H30NO5Ti | ωB97M-V with the def2-TZVPD basis set

Structure (XYZ):
```
69
Properties=species:S:1:pos:R:3:forces:R:3:mulliken_charge:R:1
Ti -0.2933 0.9859 0.9939 -0.1 0.0 -0.1 0.164
C -0.2826 2.1208 3.0667 0.0 0.0 0.0 0.340
C -0.2761 3.0860 2.0366 0.0 0.0 0.1 1.003
C -1.4916 2.9555 1.3120 -0.1 0.0 0.0 0.635
C -2.2551 1.9103 1.8992 0.0 0.0 -0.1 0.894
C -1.4958 1.3778 2.9676 0.0 0.0 0.0 1.150
C -1.8757 0.2383 3.8633 0.0 0.0 0.0 -1.893
C -3.6228 1.4853 1.4556 -0.1 0.0 0.0 -1.745
C -1.9353 3.8318 0.1835 0.0 0.1 0.0 -1.572
C 0.7962 4.0917 1.7566 0.0 0.0 0.0 -1.972
C 0.7692 1.9094 4.1067 0.0 0.0 0.0 -1.537
H -2.2422 0.6012 4.8268 0.0 0.0 0.0 0.327
H -1.0189 -0.4072 4.0642 0.0 0.0 0.0 0.350
H -2.6611 -0.3755 3.4227 0.0 0.0 0.0 0.365
H -4.0648 0.7835 2.1621 0.0 0.0 0.0 0.397
H -3.6167 1.0119 0.4723 0.0 0.0 0.0 0.202
H -4.2890 2.3488 1.3995 0.0 0.0 0.0 0.353
H -2.3419 4.7743 0.5606 0.0 0.0 0.0 0.349
H -2.7109 3.3510 -0.4111 0.0 0.0 0.0 0.393
H -1.1067 4.0838 -0.4814 0.0 0.0 0.0 0.290
H 0.9411 4.2256 0.6841 0.0 0.0 0.0 0.304
H 1.7517 3.7870 2.1817 0.0 0.0 0.0 0.394
H 0.5408 5.0652 2.1829 0.0 0.0 0.0 0.365
H 0.4932 2.4169 5.0348 0.0 0.0 0.0 0.319
H 1.7328 2.3020 3.7856 0.0 0.0 0.0 0.361
H 0.9086 0.8516 4.3199 0.0 0.0 0.0 0.287
O -0.0131 -0.9870 0.0260 -0.1 0.1 0.2 -0.642
C 1.0926 -1.8337 0.4056 -0.1 -0.1 0.1 3.316
C 1.6335 -1.1783 1.7009 0.2 0.1 -0.2 -0.437
O 2.5337 -1.7139 2.3032 -0.1 0.0 0.1 -0.654
O 1.0656 -0.0520 2.0064 0.1 0.0 0.0 -0.205
C 2.1040 -1.7957 -0.7272 0.0 0.0 -0.1 -0.716
C 3.3721 -1.2514 -0.5920 0.0 0.0 0.0 -0.176
C 4.2209 -1.1803 -1.6916 0.0 0.0 0.0 -1.037
C 3.8109 -1.6494 -2.9276 0.0 0.0 0.0 -0.438
C 2.5429 -2.2029 -3.0672 0.0 0.0 0.0 -1.058
C 1.7014 -2.2789 -1.9720 0.0 0.0 -0.1 -0.054
C 0.5966 -3.2337 0.7220 0.0 0.1 0.0 -0.228
C -0.6859 -3.4181 1.2281 0.0 -0.1 0.0 -0.174
C -1.1311 -4.6930 1.5542 0.0 0.1 0.0 -0.995
C -0.2948 -5.7848 1.3920 0.0 0.0 0.0 -0.463
C 0.9927 -5.5993 0.9051 0.0 0.0 0.0 -0.913
C 1.4369 -4.3308 0.5705 0.0 0.0 0.0 -0.262
H -0.6299 -1.4248 -0.5708 0.0 0.0 -0.1 0.419
H 3.7042 -0.8931 0.3733 0.0 0.0 0.0 0.547
H 5.2084 -0.7533 -1.5737 0.0 0.0 0.0 0.445
H 4.4763 -1.5919 -3.7792 0.0 0.0 0.0 0.436
H 2.2130 -2.5800 -4.0267 0.0 0.0 0.0 0.433
H 0.7238 -2.7355 -2.0928 0.0 0.0 0.0 0.401
H -1.3420 -2.5697 1.3795 0.0 0.0 0.0 0.264
H -2.1335 -4.8248 1.9407 0.0 0.0 0.0 0.418
H -0.6407 -6.7778 1.6478 0.0 0.0 0.0 0.403
H 1.6555 -6.4463 0.7848 0.0 0.0 0.0 0.407
H 2.4421 -4.1887 0.1961 0.0 0.0 0.0 0.479
O 0.6692 1.9148 -0.6968 0.0 0.0 0.1 -0.837
C -0.2381 1.5521 -1.4814 -0.1 0.0 0.1 1.235
N -1.3609 1.0228 -0.9759 0.2 0.1 -0.1 0.539
C -2.1488 0.5720 -2.0304 -0.1 -0.3 0.2 -0.568
O -3.1712 -0.0638 -1.9254 0.0 0.1 -0.1 -0.680
C -1.4479 0.9439 -3.3108 0.0 0.1 -0.1 0.286
C -1.7958 0.7436 -4.6277 0.0 0.0 0.0 -0.667
C -0.8994 1.1925 -5.5978 0.0 0.0 0.0 -0.492
C 0.2979 1.8063 -5.2457 0.0 0.0 0.0 -0.649
C 0.6460 1.9976 -3.9098 0.0 0.0 0.0 -0.381
C -0.2542 1.5596 -2.9625 0.0 0.0 -0.1 0.276
H -2.7248 0.2585 -4.8956 0.0 0.0 0.0 0.508
H -1.1354 1.0587 -6.6455 0.0 0.0 0.0 0.414
H 0.9716 2.1354 -6.0261 0.0 0.0 0.0 0.439
H 1.5821 2.4622 -3.6307 0.0 0.0 0.0 0.539
```
Positions in Å, forces in eV/Å.

- HOMO-LUMO gap (alpha / beta): 0.27877 / 0.29274 hartree
- Max |F|: 0.3 eV Å⁻¹
- HOMO (alpha / beta): -7.998 / -8.372 eV
- LUMO level (alpha / beta): -0.015 / -0.015 Ha
- M: 556.461 g mol⁻¹
- ΔE to the lowest compared entry with this formula, charge and spin: 32.5 kJ/mol
- 2S+1: 2

***

Repeat the third record exactly.
C4H18N2O6 | ωB97M-V with the def2-TZVPD basis set

Structure (XYZ):
```
30
Properties=species:S:1:pos:R:3:forces:R:3:mulliken_charge:R:1
C -1.7996 0.4169 0.2006 0.5 0.4 -0.9 -0.561
C -2.0793 -1.1019 0.2083 -0.4 1.7 0.3 -0.514
C -2.7524 -1.5603 1.5053 -0.7 -0.9 -0.9 -0.550
O -3.8675 -0.7606 1.8570 -0.1 0.4 0.1 -0.508
N -0.7236 0.7863 1.1241 -1.3 -1.1 -0.3 -0.021
C 0.4141 1.4751 0.9922 0.2 1.2 0.3 0.475
N 0.7379 2.1287 -0.2297 0.3 -0.6 -0.6 -0.484
O 1.1719 1.6429 1.9422 -0.1 -0.5 0.3 -0.718
H -1.5782 0.7028 -0.8280 0.5 0.0 0.1 0.263
H -2.6777 1.0165 0.4536 -0.2 -0.4 0.2 0.376
H -1.1819 -1.6504 -0.0665 0.1 -0.1 0.2 0.189
H -2.7943 -1.2102 -0.6103 -0.1 -0.4 0.0 0.318
H -2.1352 -1.5846 2.4008 0.3 0.0 -0.1 0.363
H -3.1264 -2.5764 1.2863 0.4 0.0 0.5 0.318
H -4.4845 -0.6953 1.1167 0.2 -0.1 0.1 0.315
H -0.9455 0.3448 2.0044 0.9 0.5 0.4 0.152
H 0.1613 2.9157 -0.4667 -0.3 0.2 0.2 0.230
H 0.7907 1.4891 -1.0275 -0.7 -0.2 0.1 0.316
H 1.6888 -2.3823 -1.3281 0.0 0.7 -0.6 0.334
H 2.3973 -1.1853 -2.0675 0.8 -0.3 0.2 0.325
O 1.5705 -1.6836 -2.0118 6.4 -9.3 1.6 -0.558
H 1.0493 -0.7817 -2.1006 -2.7 2.4 0.5 0.573
H 0.8357 0.4907 -2.9384 -0.6 -0.1 0.3 0.187
O 0.4064 -0.0881 -2.2838 -4.2 6.9 -1.9 -0.855
H 2.5971 1.6431 -1.0570 0.0 0.2 0.3 0.349
H 3.5916 0.5094 -0.9054 0.1 0.2 0.4 0.341
O 3.0650 0.9729 -1.5644 0.4 -0.5 -0.7 -0.686
H 2.5806 0.7568 1.4350 0.0 0.1 0.6 0.424
H 3.7002 -0.3287 1.8086 -0.4 0.3 0.2 0.260
O 3.3879 0.2975 1.1506 0.7 -0.4 -0.7 -0.653
```
Positions in Å, forces in eV/Å.

- HOMO-LUMO gap: 0.36336 hartree
- Max |F|: 11.4 eV Å⁻¹
- HOMO: -9.668 eV
- LUMO level: 0.008 Ha
- M: 190.196 g mol⁻¹
- ΔE to the lowest compared entry with this formula, charge and spin: 299.3 kJ/mol

***

- M of number 3 (C4H18N2O6)?
  190.196 g mol⁻¹